Density functional theory data (wB97M-V/def2-TZVPD) for an isolated molecule of H3PS2.

Each line ends with the natural charge from an NBO analysis.
Cartesian coordinates (Å):
P (-0.688, 0.133, 1.098)  0.238
S (1.089, -0.043, -0.236)  -0.201
S (0.142, -0.400, -1.952)  -0.122
H (-1.056, 1.426, 0.747)  -0.026
H (0.151, 0.636, 2.044)  -0.034
H (0.361, -1.751, -1.702)  0.145

Values from the calculation:
strongest force on any atom: 2.21 eV/Å
SMILES: PSS
orbital gap: 9.4 eV
energy relative to the best compared isomer or geometry (same formula, charge and spin): 0.771 eV